# 1
Below is a cluster of 5 separate species, C23H60N5O4 in total at a distorted geometry, with properties calculated with ωB97M-V/def2-TZVPD.

Bonds (Å) are listed after each position.
Cartesian coordinates (Å):
1 C -0.300 -2.488 2.664  C2 1.655, H9 1.190, H10 1.189, H11 1.192
2 C 0.420 -1.947 1.275  C1 1.655, C3 1.660, H12 1.193, H13 1.188
3 C 1.953 -1.361 1.522  C2 1.660, C4 1.647, H14 1.193, H15 1.175
4 C 2.089 0.167 0.924  C3 1.647, C5 1.668, H16 1.187, H17 1.194
5 C 3.048 1.157 1.864  C4 1.668, C6 1.639, H18 1.189, H19 1.194
6 C 2.411 1.450 3.345  C5 1.639, C7 1.638, H20 1.194, H21 1.193
7 C 2.100 3.024 3.674  C6 1.638, N8 1.512, H22 1.193, H23 1.191
8 N 1.700 3.866 2.484  C7 1.512, H24 1.056
9 H -0.407 -3.665 2.532  C1 1.190
10 H 0.317 -2.201 3.639  C1 1.189
11 H -1.394 -2.018 2.718  C1 1.192
12 H 0.483 -2.868 0.520  C2 1.193
13 H -0.291 -1.119 0.806  C2 1.188
14 H 2.684 -2.034 0.861  C3 1.193
15 H 2.309 -1.475 2.636  C3 1.175
16 H 1.036 0.658 0.681  C4 1.187
17 H 2.644 0.107 -0.132  C4 1.194
18 H 3.227 2.132 1.208  C5 1.189
19 H 4.134 0.677 1.989  C5 1.194
20 H 3.233 1.100 4.136  C6 1.194
21 H 1.472 0.746 3.564  C6 1.193
22 H 1.174 3.044 4.427  C7 1.193
23 H 3.062 3.487 4.201  C7 1.191
24 H 0.652 3.874 2.354  N8 1.056
25 C 3.151 3.327 -5.051  C26 1.527, H31 1.093, H32 1.096, H33 1.095
26 C 3.799 2.011 -4.630  C25 1.527, C27 1.547, N30 1.471, H34 1.097
27 C 2.784 0.929 -4.191  C26 1.547, O28 1.431, H35 1.096, H36 1.097
28 O 2.223 1.139 -2.891  C27 1.431, C29 1.419
29 C 1.173 2.093 -2.851  O28 1.419, H37 1.095, H38 1.093, H39 1.092
30 N 4.788 2.282 -3.575  C26 1.471, H40 1.021, H41 1.025
31 H 2.831 3.934 -4.199  C25 1.093
32 H 3.863 3.935 -5.620  C25 1.096
33 H 2.281 3.150 -5.692  C25 1.095
34 H 4.333 1.620 -5.505  C26 1.097
35 H 3.316 -0.027 -4.131  C27 1.096
36 H 1.991 0.796 -4.937  C27 1.097
37 H 0.561 2.072 -3.759  C29 1.095
38 H 1.585 3.092 -2.690  C29 1.093
39 H 0.533 1.863 -1.997  C29 1.092
40 H 5.296 1.419 -3.374  N30 1.021
41 H 4.268 2.461 -2.710  N30 1.025
42 C -0.223 -7.789 -2.635  C43 1.527, H48 1.093, H49 1.096, H50 1.095
43 C -0.568 -6.328 -2.911  C42 1.527, C44 1.547, N47 1.471, H51 1.097
44 C 0.209 -5.327 -2.023  C43 1.547, O45 1.431, H52 1.096, H53 1.097
45 O -0.260 -5.247 -0.673  C44 1.431, C46 1.419
46 C 0.193 -6.295 0.170  O45 1.419, H54 1.095, H55 1.093, H56 1.092
47 N -2.022 -6.148 -2.780  C43 1.471, H57 1.021, H58 1.025
48 H -0.703 -8.176 -1.732  C42 1.093
49 H -0.560 -8.421 -3.465  C42 1.096
50 H 0.859 -7.926 -2.534  C42 1.095
51 H -0.291 -6.122 -3.952  C43 1.097
52 H 0.068 -4.324 -2.443  C44 1.096
53 H 1.288 -5.523 -2.045  C44 1.097
54 H 1.209 -6.617 -0.080  C46 1.095
55 H -0.499 -7.139 0.118  C46 1.093
56 H 0.188 -5.933 1.200  C46 1.092
57 H -2.261 -5.199 -3.072  N47 1.021
58 H -2.240 -6.154 -1.779  N47 1.025
59 C -1.535 1.701 5.991  C60 1.527, H65 1.093, H66 1.096, H67 1.095
60 C -0.544 1.639 7.150  C59 1.527, C61 1.547, N64 1.471, H68 1.097
61 C -1.191 1.260 8.503  C60 1.547, O62 1.431, H69 1.096, H70 1.097
62 O -1.938 2.315 9.117  C61 1.431, C63 1.419
63 C -3.240 2.500 8.585  O62 1.419, H71 1.095, H72 1.093, H73 1.092
64 N 0.171 2.923 7.236  C60 1.471, H74 1.021, H75 1.025
65 H -2.134 2.616 5.992  C59 1.093
66 H -1.001 1.677 5.034  C59 1.096
67 H -2.218 0.845 6.011  C59 1.095
68 H 0.187 0.857 6.908  C60 1.097
69 H -0.385 1.021 9.207  C61 1.096
70 H -1.803 0.353 8.416  C61 1.097
71 H -3.701 1.555 8.280  C63 1.095
72 H -3.201 3.196 7.743  C63 1.093
73 H -3.863 2.957 9.356  C63 1.092
74 H 0.907 2.840 7.938  N64 1.021
75 H -0.477 3.604 7.644  N64 1.025
76 C -4.264 0.858 -5.457  C77 1.527, H82 1.093, H83 1.096, H84 1.095
77 C -3.534 2.051 -6.069  C76 1.527, C78 1.547, N81 1.471, H85 1.097
78 C -2.150 2.325 -5.435  C77 1.547, O79 1.431, H86 1.096, H87 1.097
79 O -2.204 2.941 -4.144  C78 1.431, C80 1.419
80 C -2.478 2.047 -3.077  O79 1.419, H88 1.095, H89 1.093, H90 1.092
81 N -4.406 3.234 -5.993  C77 1.471, H91 1.021, H92 1.025
82 H -4.722 1.090 -4.492  C76 1.093
83 H -5.075 0.530 -6.119  C76 1.096
84 H -3.586 0.009 -5.320  C76 1.095
85 H -3.366 1.818 -7.128  C77 1.097
86 H -1.620 3.036 -6.078  C78 1.096
87 H -1.535 1.417 -5.404  C78 1.097
88 H -2.031 1.060 -3.238  C80 1.095
89 H -3.558 1.959 -2.934  C80 1.093
90 H -2.062 2.469 -2.160  C80 1.092
91 H -3.961 4.000 -6.500  N81 1.021
92 H -4.400 3.553 -5.019  N81 1.025

Computed properties:
HOMO level, eV: -1.3
Net charge: -1
HOMO-LUMO gap, eV: 3.33



# 2
Below is a cluster of 4 separate species, C23H61N4O10PSi in total, with properties calculated with ωB97M-V/def2-TZVPD.

Bonds (Å) are listed after each position.
Cartesian coordinates (Å):
1 C -0.344 0.301 7.541  C2 1.517, H13 1.090, H14 1.088, H15 1.089
2 C -0.191 1.657 8.205  C1 1.517, O3 1.416, H16 1.090, H17 1.095
3 O -0.891 2.715 7.575  C2 1.416, C4 1.410
4 C -2.207 2.427 7.161  O3 1.410, C5 1.518, H18 1.095, H19 1.094
5 C -2.895 3.772 7.014  C4 1.518, O6 1.410, H20 1.089, H21 1.093
6 O -4.235 3.686 6.584  C5 1.410, C7 1.435
7 C -4.434 3.099 5.289  O6 1.435, Si8 1.882, H22 1.093, H23 1.089
8 Si -5.346 1.468 5.517  C7 1.882, P9 2.234, H24 1.486, H25 1.474
9 P -7.276 1.910 6.553  Si8 2.234, N10 1.541, O11 1.606, O12 1.605
10 N -8.304 2.499 5.568  P9 1.541, H26 1.013
11 O -7.757 0.576 7.307  P9 1.606, H27 0.961
12 O -6.863 2.836 7.797  P9 1.605, H28 0.971
13 H -1.335 -0.124 7.696  C1 1.090
14 H 0.375 -0.384 7.986  C1 1.088
15 H -0.151 0.385 6.473  C1 1.089
16 H 0.860 1.943 8.167  C2 1.090
17 H -0.470 1.612 9.263  C2 1.095
18 H -2.753 1.836 7.903  C4 1.095
19 H -2.192 1.875 6.216  C4 1.094
20 H -2.917 4.233 8.000  C5 1.089
21 H -2.310 4.426 6.362  C5 1.093
22 H -5.065 3.781 4.716  C7 1.093
23 H -3.522 2.983 4.706  C7 1.089
24 H -4.522 0.590 6.386  Si8 1.486
25 H -5.558 0.773 4.235  Si8 1.474
26 H -9.167 1.972 5.526  N10 1.013
27 H -7.404 0.542 8.200  O11 0.961
28 H -6.078 3.372 7.599  O12 0.971
29 C -2.027 1.234 -2.214  O30 1.414, H38 1.088, H39 1.097, H40 1.094
30 O -2.958 2.298 -2.224  C29 1.414, C31 1.421
31 C -4.302 1.903 -2.461  O30 1.421, C32 1.511, H41 1.094, H42 1.094
32 C -5.157 2.150 -1.239  C31 1.511, N33 1.456, H43 1.094, H44 1.099
33 N -4.784 1.255 -0.153  C32 1.456, C34 1.458, H45 1.012
34 C -5.417 1.550 1.127  N33 1.458, C35 1.523, H46 1.092, H47 1.094
35 C -5.091 2.880 1.792  C34 1.523, O36 1.419, H48 1.093, H49 1.096
36 O -3.748 3.000 2.231  C35 1.419, C37 1.417
37 C -2.823 3.463 1.262  O36 1.417, H50 1.092, H51 1.093, H52 1.090
38 H -1.032 1.668 -2.138  C29 1.088
39 H -2.184 0.560 -1.363  C29 1.097
40 H -2.080 0.651 -3.138  C29 1.094
41 H -4.346 0.850 -2.753  C31 1.094
42 H -4.686 2.504 -3.290  C31 1.094
43 H -6.206 1.976 -1.497  C32 1.094
44 H -5.052 3.212 -0.974  C32 1.099
45 H -3.780 1.284 -0.038  N33 1.012
46 H -5.136 0.754 1.821  C34 1.092
47 H -6.502 1.489 1.000  C34 1.094
48 H -5.708 2.959 2.690  C35 1.093
49 H -5.359 3.735 1.160  C35 1.096
50 H -3.295 4.145 0.552  C37 1.092
51 H -2.359 2.642 0.710  C37 1.093
52 H -2.035 3.999 1.792  C37 1.090
53 C 0.485 -3.969 0.348  O54 1.413, H62 1.088, H63 1.096, H64 1.094
54 O 1.756 -3.819 -0.251  C53 1.413, C55 1.422
55 C 1.995 -4.689 -1.350  O54 1.422, C56 1.511, H65 1.094, H66 1.094
56 C 2.122 -3.908 -2.637  C55 1.511, N57 1.455, H67 1.094, H68 1.099
57 N 0.850 -3.319 -3.029  C56 1.455, C58 1.459, H69 1.012
58 C 0.936 -2.397 -4.157  N57 1.459, C59 1.523, H70 1.093, H71 1.095
59 C 1.779 -1.139 -3.994  C58 1.523, O60 1.417, H72 1.093, H73 1.096
60 O 1.266 -0.217 -3.048  C59 1.417, C61 1.414
61 C 1.668 -0.430 -1.710  O60 1.414, H74 1.094, H75 1.095, H76 1.091
62 H 0.469 -3.332 1.231  C53 1.088
63 H -0.327 -3.664 -0.321  C53 1.096
64 H 0.312 -5.004 0.659  C53 1.094
65 H 1.201 -5.436 -1.430  C55 1.094
66 H 2.937 -5.212 -1.159  C55 1.094
67 H 2.455 -4.583 -3.432  C56 1.094
68 H 2.906 -3.151 -2.493  C56 1.099
69 H 0.459 -2.832 -2.232  N57 1.012
70 H -0.083 -2.088 -4.404  C58 1.093
71 H 1.320 -2.948 -5.021  C58 1.095
72 H 1.772 -0.617 -4.955  C59 1.093
73 H 2.826 -1.371 -3.769  C59 1.096
74 H 2.670 -0.864 -1.655  C61 1.094
75 H 0.973 -1.076 -1.165  C61 1.095
76 H 1.680 0.541 -1.212  C61 1.091
77 C 5.502 -3.479 -3.564  O78 1.414, H86 1.088, H87 1.095, H88 1.095
78 O 5.171 -2.266 -4.211  C77 1.414, C79 1.423
79 C 5.858 -1.123 -3.715  O78 1.423, C80 1.511, H89 1.094, H90 1.095
80 C 6.787 -0.556 -4.763  C79 1.511, N81 1.455, H91 1.094, H92 1.100
81 N 7.897 -1.460 -5.022  C80 1.455, C82 1.458, H93 1.012
82 C 8.742 -1.084 -6.149  N81 1.458, C83 1.523, H94 1.092, H95 1.095
83 C 8.118 -1.073 -7.539  C82 1.523, O84 1.414, H96 1.093, H97 1.097
84 O 7.745 -2.351 -8.013  C83 1.414, C85 1.414
85 C 6.450 -2.788 -7.652  O84 1.414, H98 1.094, H99 1.094, H100 1.090
86 H 4.830 -4.241 -3.952  C77 1.088
87 H 6.534 -3.788 -3.761  C77 1.095
88 H 5.356 -3.398 -2.482  C77 1.095
89 H 6.412 -1.375 -2.806  C79 1.094
90 H 5.109 -0.367 -3.460  C79 1.095
91 H 7.184 0.397 -4.403  C80 1.094
92 H 6.185 -0.349 -5.660  C80 1.100
93 H 7.532 -2.390 -5.182  N81 1.012
94 H 9.585 -1.778 -6.173  C82 1.092
95 H 9.155 -0.090 -5.951  C82 1.095
96 H 8.875 -0.704 -8.234  C83 1.093
97 H 7.265 -0.385 -7.603  C83 1.097
98 H 5.752 -1.950 -7.566  C85 1.094
99 H 6.448 -3.346 -6.711  C85 1.094
100 H 6.098 -3.455 -8.439  C85 1.090

Computed properties:
HOMO level, eV: -8.7
SMILES: CCOCCOC[SiH2]P(=N)(O)O.COCCNCCOC.COCCNCCOC.COCCNCCOC
HOMO-LUMO gap, eV: 9.15